Computed, not measured: the ion C9H10ClFN3O with charge +1, with wB97M-V/def2-TZVPD.

Calculated values
Energy relative to the best compared isomer or geometry (same formula, charge and spin) = 0.0000 eV
2S+1 = 1
LUMO energy = -4.315 eV
Net charge = +1
Structure (SMILES) = CC1(C)[C@H](C=O)[NH+]=C2C(F)=CN=C(Cl)N21
Frontier orbital gap = 9.26 eV

Geometry (Å):
C -3.3508 -0.2836 -0.0345
C -2.4350 -1.2731 0.2205
C -1.0654 -0.9214 0.2695
C -1.6995 1.2946 -0.1896
C 2.0027 -1.6137 -0.8152
C 1.2363 -1.0452 0.3734
C 0.7480 0.5739 0.1136
C 1.2924 1.1101 -1.1962
C 1.1347 1.4113 1.3160
N -2.9528 0.9767 -0.2279
N -0.7155 0.3752 0.0498
N -0.0334 -1.6994 0.5345
O 1.5021 -2.3520 -1.6052
F -2.7631 -2.5437 0.4211
Cl -1.3010 2.9172 -0.4400
H -4.4135 -0.4722 -0.0887
H 3.0536 -1.2913 -0.8651
H 1.8431 -1.0923 1.2796
H 1.0349 2.1589 -1.3107
H 0.8975 0.5583 -2.0462
H 2.3757 1.0356 -1.2050
H 0.7284 2.4149 1.2241
H 2.2168 1.4922 1.3688
H 0.7697 0.9744 2.2426
H -0.1060 -2.7054 0.6107

These are the Löwdin partial charges, in e, on atoms 1 to 2:
1 C 0.02
2 C -0.15